# 1
This record from OMol25 describes a molecular structure, C41H28CoN5O12S3. The level of theory is ωB97M-V/def2-TZVPD.

The energy is -145124.4200 eV. The HOMO energy (alpha / beta) comes out at -4.914 / -4.898 eV. Its expectation value of S² is 0.82. The LUMO energy (alpha / beta) comes out at 1.2 / 1.2 eV. The relative energy (zero: lowest compared OMol25 entry of this formula, charge and spin) is 0.000 eV. The HOMO-LUMO gap (alpha / beta) is 6.1 / 6.1 eV. The value obtained for the molar mass is 937.832 g/mol.

The geometry in ORCA input format:
```
! wB97M-V def2-TZVPD RIJCOSX def2/J DEFGRID3
* xyz -1 2
Co -0.222 -0.172 -1.217
S -3.825 -0.288 3.333
C -4.498 -0.350 4.899
C -3.536 -0.399 5.861
C -2.227 -0.387 5.313
C -2.212 -0.329 3.947
C -1.045 -0.292 3.048
C -1.218 -0.368 1.648
N -0.226 -0.301 0.802
C 1.028 -0.230 1.279
C 1.320 -0.156 2.638
C 2.704 -0.083 3.028
C 3.694 -0.127 2.110
C 3.407 -0.255 0.705
C 4.377 -0.339 -0.300
C 3.998 -0.476 -1.611
C 2.617 -0.530 -1.891
N 1.687 -0.428 -0.973
C 2.074 -0.296 0.312
C 4.988 -0.530 -2.700
C 6.349 -0.568 -2.603
C 7.006 -0.586 -3.863
C 6.129 -0.558 -4.902
S 4.513 -0.504 -4.360
C 0.237 -0.166 3.528
H -5.572 -0.349 5.022
H -3.749 -0.446 6.922
H -1.328 -0.427 5.918
H -2.201 -0.487 1.207
H 2.937 -0.002 4.086
H 4.732 -0.077 2.423
H 5.428 -0.302 -0.032
H 2.260 -0.647 -2.905
H 6.879 -0.587 -1.658
H 8.080 -0.621 -3.987
H 6.342 -0.563 -5.961
H 0.418 -0.079 4.594
O 0.356 3.316 -3.376
S 0.592 2.271 -2.412
O 1.841 2.347 -1.702
O 0.249 0.920 -2.934
O -0.525 2.421 -1.227
O -1.572 -2.972 0.275
C -0.782 -3.127 -0.664
O -0.217 -2.284 -1.417
C -0.370 -4.565 -0.974
C -1.225 -5.610 -0.673
C -0.833 -6.907 -0.953
C 0.400 -7.201 -1.498
C 1.239 -6.141 -1.769
C 0.870 -4.830 -1.529
N 2.574 -6.425 -2.337
O 3.338 -5.496 -2.470
O 2.836 -7.571 -2.634
N -1.751 -8.025 -0.650
O -1.366 -9.154 -0.872
O -2.838 -7.754 -0.194
H -2.185 -5.412 -0.217
H 0.696 -8.217 -1.700
H 1.536 -4.016 -1.779
C -1.307 2.759 1.718
O -2.053 3.886 1.269
C -1.303 4.908 0.760
C -0.661 5.770 1.642
C 0.062 6.864 1.198
C 0.139 7.092 -0.170
C -0.488 6.228 -1.048
C -1.226 5.115 -0.619
N -1.846 4.346 -1.624
C -1.851 2.903 -1.670
C -2.977 2.190 -0.957
C -4.100 2.917 -0.573
C -5.213 2.315 -0.008
C -5.201 0.936 0.174
C -4.112 0.188 -0.231
C -2.983 0.778 -0.842
O -2.051 -0.035 -1.264
H -0.666 3.017 2.570
H -0.685 2.358 0.913
H -2.036 2.010 2.026
H -0.762 5.562 2.703
H 0.557 7.520 1.903
H 0.701 7.935 -0.556
H -0.400 6.397 -2.117
H -1.484 4.660 -2.509
H -1.963 2.671 -2.725
H -4.082 3.991 -0.722
H -6.067 2.910 0.294
H -6.052 0.437 0.632
H -4.098 -0.893 -0.115
*
```

---

# 2
This record from OMol25 describes a molecular structure, C14H16BrF6N2O6PS2 at a distorted geometry. The level of theory is ωB97M-V/def2-TZVPD.

The energy is -147335.0209 eV. The HOMO energy comes out at -8.567 eV. The LUMO energy comes out at -3.4 eV. The HOMO-LUMO gap is 5.2 eV. The value obtained for the molar mass is 597.290 g/mol.

The geometry in ORCA input format:
```
! wB97M-V def2-TZVPD RIJCOSX def2/J DEFGRID3
* xyz 0 1
C 4.014 1.291 -0.151
C 3.731 2.896 -0.432
C 4.700 3.972 0.337
C 4.580 5.600 0.174
C 3.377 6.195 -0.807
C 2.366 5.138 -1.572
C 2.548 3.495 -1.397
C 1.544 2.427 -2.133
C 0.049 2.594 -1.404
C -0.936 2.421 -2.740
N -1.404 1.131 -2.696
C -0.932 0.325 -1.476
Br 0.372 -1.202 -1.836
C -0.442 1.430 -0.357
P -1.890 1.762 0.845
O -1.352 2.293 2.417
O -2.849 0.319 1.129
H 4.234 1.127 1.008
H 3.040 0.636 -0.365
H 4.892 0.882 -0.833
H 5.542 3.550 1.069
H 5.339 6.270 0.761
H 3.214 7.349 -0.977
H 1.500 5.585 -2.233
H 1.890 1.310 -2.089
H 1.439 2.689 -3.292
H -0.065 3.611 -0.820
H -1.074 3.290 -3.511
H -2.036 0.763 -3.467
H -1.913 -0.292 -1.233
H 0.455 1.132 0.342
H -0.424 1.935 2.621
H -2.270 -0.463 1.389
C -1.718 -3.094 1.922
F -0.619 -2.286 1.892
F -2.232 -2.995 3.186
F -2.644 -2.512 1.101
S -1.359 -4.819 1.452
O -0.382 -5.275 2.443
O -0.845 -4.727 0.082
N -2.838 -5.366 1.615
S -2.953 -6.909 1.274
O -2.328 -7.835 2.223
O -2.801 -7.279 -0.135
C -4.742 -7.064 1.597
F -5.488 -6.241 0.799
F -5.071 -6.730 2.881
F -5.220 -8.326 1.396
*
```

---

# 3
This record from OMol25 describes C6H10O2S in the gas phase at a distorted geometry. The level of theory is ωB97M-V/def2-TZVPD.

The energy is -21309.0577 eV. The HOMO energy (alpha / beta) comes out at -7.272 / -7.891 eV. The LUMO energy (alpha / beta) comes out at -0.4 / 0.2 eV. The relative energy (zero: lowest compared OMol25 entry of this formula, charge and spin) is 4.435 eV. The HOMO-LUMO gap (alpha / beta) is 6.9 / 8.1 eV. The value obtained for the molar mass is 146.211 g/mol.

The geometry in ORCA input format:
```
! wB97M-V def2-TZVPD RIJCOSX def2/J DEFGRID3
* xyz 0 1
C 2.178 1.073 -0.525
C 2.321 -0.344 -0.697
C 0.982 -1.069 -0.474
C 0.181 -0.738 0.806
C -0.153 0.741 0.902
C -2.877 0.537 0.349
O 2.473 2.127 -0.915
O -0.972 0.636 -1.482
S -1.363 1.381 -0.219
H 2.704 -0.546 -1.699
H 2.896 -0.784 0.194
H 0.283 -0.793 -1.432
H 1.143 -2.117 -0.577
H -0.767 -1.480 0.915
H 0.598 -0.970 1.741
H -0.112 1.386 1.891
H -3.232 0.965 1.331
H -2.527 -0.511 0.332
H -3.757 0.507 -0.440
*
```

---

# 4
This record from OMol25 describes a molecular structure, C20H22N2ORhTe. The level of theory is ωB97M-V/def2-TZVPD.

The energy is -36420.4714 eV. The HOMO energy comes out at -10.532 eV. The LUMO energy comes out at -3.1 eV. The relative energy (zero: lowest compared OMol25 entry of this formula, charge and spin) is 0.022 eV. The HOMO-LUMO gap is 7.4 eV. The value obtained for the molar mass is 536.915 g/mol.

The geometry in ORCA input format:
```
! wB97M-V def2-TZVPD RIJCOSX def2/J DEFGRID3
* xyz 1 1
Rh 0.336 -0.228 -0.020
N -0.990 -1.251 -1.343
C -1.671 -0.333 -2.237
C -2.614 -0.745 -3.134
C -3.246 0.185 -3.985
C -2.919 1.508 -3.920
C -1.950 1.961 -2.994
C -1.589 3.322 -2.865
C -0.666 3.679 -1.929
C -0.091 2.681 -1.121
N -0.386 1.404 -1.210
C -1.322 1.031 -2.142
H -1.663 -1.881 -0.918
H -0.336 -1.824 -1.873
H -2.879 -1.794 -3.194
H -3.989 -0.163 -4.690
H -3.397 2.229 -4.570
H -2.051 4.058 -3.510
H -0.361 4.707 -1.790
H 0.644 2.961 -0.377
C -0.168 -1.340 2.938
O 0.626 -2.195 2.093
C 0.890 -1.827 0.867
C 1.682 -2.907 0.196
H 0.493 -0.651 3.462
H -0.654 -1.995 3.654
H -0.891 -0.792 2.338
H 1.941 -3.720 0.872
H 2.583 -2.470 -0.238
H 1.104 -3.306 -0.642
C 1.405 2.771 2.108
Te 2.210 0.977 1.260
C 3.180 2.263 -0.142
C 3.010 3.665 0.388
C 3.696 4.726 -0.201
C 3.540 6.015 0.276
C 2.694 6.258 1.352
C 2.011 5.210 1.943
C 2.161 3.909 1.466
H 1.545 2.748 3.187
H 0.336 2.815 1.902
H 2.733 2.132 -1.127
H 4.227 1.974 -0.205
H 4.363 4.534 -1.033
H 4.083 6.830 -0.183
H 2.575 7.263 1.734
H 1.359 5.397 2.787
*
```

---

# 5
This record from OMol25 describes 2 unconnected molecules or ions with the total composition C3H5NO2 at a distorted geometry. The level of theory is ωB97M-V/def2-TZVPD.

The energy is -8774.3478 eV. The HOMO energy comes out at -9.746 eV. The SMILES is C1CN1.O=C=O. The LUMO energy comes out at 0.8 eV. The relative energy (zero: lowest compared OMol25 entry of this formula, charge and spin) is 3.347 eV. The HOMO-LUMO gap is 10.6 eV. The value obtained for the molar mass is 87.078 g/mol.

The geometry in ORCA input format:
```
! wB97M-V def2-TZVPD RIJCOSX def2/J DEFGRID3
* xyz 0 1
C -3.364 -0.269 0.233
C -0.566 -0.110 -0.933
C -0.322 0.792 0.378
N -1.261 -0.277 0.443
O -3.400 0.355 -0.691
O -3.854 -1.005 0.970
H 0.151 -1.015 -0.918
H -1.209 -0.975 1.316
H -1.468 -0.008 -1.631
H 0.587 0.715 0.961
H -0.906 1.768 0.148
*
```

---

# 6
This record from OMol25 describes 2 unconnected molecules or ions with the total composition C4Si at a distorted geometry. The level of theory is ωB97M-V/def2-TZVPD.

The energy is -12011.1415 eV. The HOMO energy (alpha / beta) comes out at -10.048 / -10.060 eV. The LUMO energy (alpha / beta) comes out at -3.9 / -3.5 eV. The relative energy (zero: lowest compared OMol25 entry of this formula, charge and spin) is 1.683 eV. The HOMO-LUMO gap (alpha / beta) is 6.2 / 6.6 eV. The value obtained for the molar mass is 76.130 g/mol.

The geometry in ORCA input format:
```
! wB97M-V def2-TZVPD RIJCOSX def2/J DEFGRID3
* xyz 0 1
C 2.197 -1.001 -0.751
C 3.001 -1.624 -1.269
C -2.977 0.556 1.807
C -2.060 0.298 0.990
Si -0.642 0.724 -0.017
*
```

---

# 7
This record from OMol25 describes C4H12N2 in the gas phase at a distorted geometry. The level of theory is ωB97M-V/def2-TZVPD.

The energy is -7320.8195 eV. The HOMO energy comes out at -8.903 eV. The SMILES is NCCCCN. The LUMO energy comes out at 1.1 eV. The relative energy (zero: lowest compared OMol25 entry of this formula, charge and spin) is 2.209 eV. The HOMO-LUMO gap is 10.0 eV. The value obtained for the molar mass is 88.154 g/mol.

The geometry in ORCA input format:
```
! wB97M-V def2-TZVPD RIJCOSX def2/J DEFGRID3
* xyz 0 1
C 1.337 1.091 -0.984
N 2.638 0.633 -0.589
C 0.262 0.702 0.171
C -0.243 -0.686 0.056
C -1.744 -0.965 -0.009
N -2.179 -0.822 1.417
H 0.853 0.848 -1.950
H 1.191 2.200 -0.889
H 3.173 1.269 -1.133
H 2.973 -0.247 -0.845
H -0.639 1.383 -0.028
H 0.498 0.953 1.218
H 0.055 -1.379 0.819
H 0.199 -1.343 -0.796
H -2.383 -0.348 -0.543
H -2.021 -2.074 -0.287
H -3.237 -0.676 1.544
H -1.552 -0.108 1.692
*
```